[1]
A structure of composition C34H53N10O3PSZr, computed with wB97M-V/def2-TZVPD.

```
103
Properties=species:S:1:pos:R:3:forces:R:3:mulliken_charge:R:1
Zr 0.532 -0.692 0.098 -0.595 -1.397 2.193 -0.436
N 0.212 -1.007 2.665 0.015 0.101 -0.269 -0.408
N -0.704 -2.013 3.034 0.041 -0.135 0.028 -0.395
C -1.437 -2.700 2.124 -0.039 0.084 -0.029 0.758
N -2.003 -3.820 2.573 0.014 -0.013 -0.038 -0.434
S -1.770 -2.159 0.564 -0.341 -0.001 0.014 -0.401
H 1.113 -1.473 2.508 0.008 0.021 0.160 0.246
H 0.266 -0.348 3.436 -0.102 0.100 -0.087 0.341
H -0.453 -2.514 3.877 0.045 0.038 -0.005 0.301
H -1.888 -4.168 3.511 -0.012 0.033 0.016 0.193
H -2.576 -4.347 1.935 0.001 -0.022 0.021 0.234
C 2.551 -4.329 2.223 -0.020 -0.028 -0.090 -1.152
C 2.194 -4.587 0.785 -0.032 0.153 0.074 0.517
C 2.530 -5.776 0.164 0.024 -0.025 -0.066 -0.777
C 2.201 -6.015 -1.166 0.010 0.015 0.026 -0.937
C 1.522 -5.045 -1.880 0.000 -0.014 -0.067 -0.971
C 1.158 -3.843 -1.284 -0.029 0.160 0.060 1.277
C 0.352 -2.856 -2.101 0.296 -0.498 0.162 -0.674
C 1.500 -3.587 0.062 0.100 -0.467 0.092 -0.111
N 1.192 -2.387 0.646 -0.425 0.881 -0.788 0.928
H 3.264 -5.066 2.588 -0.010 -0.003 0.023 0.463
H 1.663 -4.379 2.862 0.006 0.023 0.012 0.148
H 2.986 -3.333 2.341 0.023 -0.006 0.034 0.069
H 3.064 -6.534 0.725 0.003 0.011 0.011 0.444
H 2.473 -6.949 -1.637 -0.001 -0.002 0.002 0.428
H 1.255 -5.227 -2.915 0.006 -0.007 0.005 0.497
H -0.672 -3.201 -2.246 -0.065 0.147 0.048 0.575
H 0.801 -2.683 -3.081 -0.041 0.109 -0.001 0.564
H 0.261 -1.871 -1.604 -0.109 -0.122 -0.537 -0.333
O 5.083 0.582 4.940 0.002 0.012 -0.011 -0.519
C 6.272 0.371 4.199 0.000 0.018 -0.017 -0.525
N 5.925 -0.176 2.911 0.020 0.018 0.027 -0.133
C 5.457 0.626 1.925 0.039 -0.144 0.006 -0.094
O 5.479 1.838 1.952 -0.070 0.047 0.014 -0.628
C 4.823 -0.089 0.757 0.016 0.072 0.043 -0.353
C 5.514 -0.552 -0.357 -0.065 -0.046 0.029 -0.168
C 4.780 -1.095 -1.397 0.087 0.000 -0.013 -1.542
C 3.398 -1.112 -1.319 -0.101 -0.016 0.035 -0.183
N 2.727 -0.646 -0.258 1.635 0.264 -0.639 1.416
C 3.449 -0.177 0.769 -0.064 0.011 -0.163 0.112
H 5.158 1.408 5.428 0.009 -0.003 0.001 0.328
H 6.915 -0.346 4.708 0.008 -0.005 -0.006 0.354
H 6.810 1.303 4.037 0.006 0.002 0.013 0.342
H 5.780 -1.170 2.838 0.003 0.004 -0.029 0.267
H 6.592 -0.486 -0.409 0.006 -0.009 0.007 0.583
H 5.267 -1.487 -2.278 -0.012 0.000 -0.005 0.526
H 2.807 -1.501 -2.137 0.003 0.012 -0.007 0.476
H 2.904 0.174 1.642 -0.002 0.009 -0.011 0.490
N 1.256 1.707 0.053 -0.243 -0.012 -0.002 -0.092
C 1.748 1.738 -1.303 -0.059 0.095 -0.131 0.583
C 2.890 2.459 -1.613 0.080 -0.061 0.075 -0.890
C 3.411 2.415 -2.898 -0.022 -0.020 -0.020 -0.813
C 2.793 1.656 -3.884 0.005 -0.021 -0.005 -0.729
C 1.650 0.936 -3.577 0.046 -0.039 -0.017 -1.402
C 1.128 0.966 -2.291 -0.048 0.137 0.138 1.185
H 1.817 2.310 0.644 0.061 -0.103 0.050 0.386
H 0.290 2.025 0.086 0.047 0.178 0.009 -0.284
H 3.383 3.047 -0.846 0.005 -0.005 0.000 0.452
H 4.301 2.984 -3.131 0.004 0.003 0.013 0.470
H 3.196 1.633 -4.887 0.006 0.013 0.001 0.452
H 1.155 0.353 -4.343 -0.016 0.000 0.011 0.537
H 0.188 0.448 -2.102 -0.075 0.189 -0.108 0.484
O -1.200 0.581 -0.343 0.021 0.371 -0.178 -0.155
P -2.505 1.374 -0.370 -0.032 -0.063 -0.012 -2.927
N -2.720 2.052 1.108 -0.238 -0.194 -0.200 0.580
C -3.492 3.307 1.301 0.052 0.014 0.052 -0.142
C -3.938 3.242 2.762 -0.007 -0.044 -0.011 -0.869
C -4.071 1.742 3.025 0.030 0.069 -0.016 -0.586
C -2.861 1.173 2.295 0.030 0.094 0.006 -0.011
N -2.408 2.567 -1.486 -0.063 0.023 0.260 0.723
C -1.380 3.628 -1.399 -0.004 -0.007 -0.062 -0.239
C -2.076 4.862 -1.965 -0.029 -0.024 -0.045 -0.775
C -3.027 4.266 -3.001 0.017 -0.001 0.046 -0.903
C -3.557 3.014 -2.307 0.007 -0.027 -0.082 -0.231
N -3.718 0.361 -0.762 0.151 0.158 -0.235 0.935
C -5.143 0.546 -0.419 -0.014 -0.037 0.042 -0.314
C -5.881 0.095 -1.675 0.052 -0.072 0.015 -0.686
C -4.984 -1.019 -2.219 -0.008 0.072 -0.003 -0.871
C -3.568 -0.507 -1.956 -0.077 -0.028 0.093 0.010
H -4.360 3.350 0.640 0.010 -0.004 -0.024 0.160
H -2.868 4.176 1.096 -0.011 0.009 -0.003 0.206
H -4.862 3.792 2.926 0.007 0.008 0.015 0.413
H -3.171 3.670 3.410 0.005 0.005 -0.002 0.325
H -4.992 1.361 2.579 -0.003 -0.019 0.009 0.213
H -4.076 1.492 4.085 -0.011 -0.007 0.002 0.439
H -2.977 0.130 1.994 0.006 -0.001 -0.004 0.049
H -1.965 1.258 2.919 0.018 -0.034 0.001 0.145
H -0.512 3.357 -2.006 0.020 0.000 0.023 -0.026
H -1.057 3.780 -0.365 0.009 -0.012 0.003 0.522
H -1.372 5.575 -2.388 0.000 0.008 0.013 0.425
H -2.645 5.367 -1.182 0.009 0.005 0.009 0.266
H -2.477 3.989 -3.902 -0.005 -0.003 -0.006 0.338
H -3.830 4.943 -3.286 0.003 -0.001 -0.019 0.424
H -3.847 2.240 -3.018 -0.018 -0.009 0.014 0.153
H -4.426 3.256 -1.689 0.010 0.002 0.020 0.332
H -5.367 1.578 -0.150 0.014 0.005 0.006 0.174
H -5.400 -0.092 0.431 -0.003 0.012 0.015 0.367
H -5.945 0.916 -2.391 -0.005 0.008 0.002 0.228
H -6.890 -0.246 -1.456 -0.017 0.028 -0.013 0.439
H -5.153 -1.215 -3.276 -0.002 -0.049 0.008 0.397
H -5.156 -1.943 -1.667 0.003 -0.007 0.006 0.361
H -3.188 0.067 -2.807 0.002 0.015 -0.002 0.381
H -2.868 -1.318 -1.751 -0.006 0.003 -0.037 -0.312
```
Positions in Å, forces in eV/Å.

## Properties
Net charge: +2
Kohn-Sham gap in eV: 6.4
E_HOMO in eV: -11.47
Largest force on an atom in hartree/bohr: 0.05188
E_tot in eV: -78558.173

[2]
The molecule C4H7NO3, computed with wB97M-V/def2-TZVPD.

```
15
Properties=species:S:1:pos:R:3:forces:R:3:mulliken_charge:R:1
C 0.713 -1.047 0.424 0.159 1.774 0.458 -0.675
C -1.034 1.026 0.165 0.177 -0.163 0.332 -0.558
C 0.583 0.827 0.532 0.466 -2.087 -0.252 0.572
C -1.073 0.125 -0.917 -1.122 0.705 -1.029 0.478
O 1.312 1.232 -0.616 -0.106 0.182 -0.303 -0.525
O -0.121 -1.680 1.373 -0.190 -0.156 -0.092 -0.502
N -1.258 -0.355 -1.981 0.674 -0.082 1.309 -0.333
O 0.945 1.207 1.646 -0.250 0.321 0.010 -0.706
H 2.129 1.621 -0.275 -0.151 -0.015 0.089 0.330
H -0.902 -2.029 0.932 0.068 -0.020 0.075 0.308
H -0.807 -1.004 -2.607 -0.068 0.163 -0.083 0.319
H 1.723 -1.034 0.829 0.017 -0.136 -0.020 0.339
H 0.744 -1.565 -0.544 -0.126 0.088 -0.005 0.320
H -1.474 0.669 1.095 0.014 -0.477 -0.179 0.257
H -1.479 2.006 -0.055 0.438 -0.099 -0.310 0.376
```
Positions in Å, forces in eV/Å.

## Properties
Kohn-Sham gap in eV: 7.0
E_HOMO in eV: -7.51
Largest force on an atom in hartree/bohr: 0.04187
E_tot in eV: -11889.425

Repeat the second record exactly.
The molecule C4H7NO3, computed with wB97M-V/def2-TZVPD.

```
15
Properties=species:S:1:pos:R:3:forces:R:3:mulliken_charge:R:1
C 0.713 -1.047 0.424 0.159 1.774 0.458 -0.675
C -1.034 1.026 0.165 0.177 -0.163 0.332 -0.558
C 0.583 0.827 0.532 0.466 -2.087 -0.252 0.572
C -1.073 0.125 -0.917 -1.122 0.705 -1.029 0.478
O 1.312 1.232 -0.616 -0.106 0.182 -0.303 -0.525
O -0.121 -1.680 1.373 -0.190 -0.156 -0.092 -0.502
N -1.258 -0.355 -1.981 0.674 -0.082 1.309 -0.333
O 0.945 1.207 1.646 -0.250 0.321 0.010 -0.706
H 2.129 1.621 -0.275 -0.151 -0.015 0.089 0.330
H -0.902 -2.029 0.932 0.068 -0.020 0.075 0.308
H -0.807 -1.004 -2.607 -0.068 0.163 -0.083 0.319
H 1.723 -1.034 0.829 0.017 -0.136 -0.020 0.339
H 0.744 -1.565 -0.544 -0.126 0.088 -0.005 0.320
H -1.474 0.669 1.095 0.014 -0.477 -0.179 0.257
H -1.479 2.006 -0.055 0.438 -0.099 -0.310 0.376
```
Positions in Å, forces in eV/Å.

## Properties
Kohn-Sham gap in eV: 7.0
E_HOMO in eV: -7.51
Largest force on an atom in hartree/bohr: 0.04187
E_tot in eV: -11889.425